Entry from the OMol25 dataset: an isolated molecule of C3H8N2O2 at a distorted geometry (the ωB97M-V functional and the def2-TZVPD basis).

Cartesian coordinates (Å):
N: 0.870 1.997 -0.886
C: 1.358 0.751 -0.636
O: 2.332 0.232 -1.123
N: 0.650 0.062 0.363
C: -0.796 0.014 0.461
C: -1.228 -1.416 0.832
O: -2.634 -1.544 0.917
H: 0.278 2.385 -0.177
H: 1.467 2.644 -1.337
H: 1.071 -0.834 0.530
H: -1.338 0.416 -0.389
H: -1.183 0.576 1.331
H: -0.821 -2.133 0.106
H: -0.835 -1.738 1.795
H: -3.018 -1.213 0.085

HOMO   -9.6 eV
Electronic energy   -379.11423 hartree
ΔE to the lowest compared entry with this formula, charge and spin   16.8 kcal per mole
SMILES   NC(=O)NCCO
HOMO-LUMO gap   10.282 eV
LUMO energy   0.0255 Ha

natural (NBO) population analysis, charges in e, atoms 1 to 2: atom 1 (N): -0.84, atom 2 (C): 0.78

=====

Entry from the OMol25 dataset: an isolated molecule of C3H8N2O2 (the ωB97M-V functional and the def2-TZVPD basis).

Cartesian coordinates (Å):
N: -1.707 0.389 0.818
C: -0.758 -0.420 1.351
O: -0.560 -0.534 2.548
C: 0.113 -1.174 0.338
N: 1.235 -0.397 -0.186
C: 1.025 0.355 -1.368
O: -0.012 1.354 -1.307
H: -2.271 0.963 1.421
H: -1.657 0.575 -0.170
H: -0.516 -1.477 -0.497
H: 0.506 -2.045 0.857
H: 1.820 -0.019 0.540
H: 0.689 -0.332 -2.133
H: 1.946 0.829 -1.662
H: 0.148 1.932 -0.550

HOMO   -9.2 eV
Electronic energy   -379.11079 hartree
ΔE to the lowest compared entry with this formula, charge and spin   19.0 kcal per mole
SMILES   NC(=O)CNCO
HOMO-LUMO gap   9.929 eV
LUMO energy   0.0281 Ha

natural (NBO) population analysis, charges in e, atoms 1 to 2: atom 1 (N): -0.83, atom 2 (C): 0.65

=====

Entry from the OMol25 dataset: an isolated molecule of C3H8N2O2 at a distorted geometry (the ωB97M-V functional and the def2-TZVPD basis).

Cartesian coordinates (Å):
N: -0.963 1.846 0.352
C: 0.187 1.066 0.031
O: 1.204 1.490 -0.538
C: 0.234 -0.423 0.508
N: -0.281 -0.729 1.910
C: -0.284 -1.587 -0.472
O: 0.120 -1.500 -1.917
H: -0.881 2.813 0.047
H: -1.807 1.627 0.814
H: 1.348 -0.495 0.503
H: 0.169 -0.097 2.410
H: -1.219 -0.243 1.869
H: -1.490 -1.613 -0.498
H: -0.013 -2.482 0.119
H: 1.179 -1.588 -1.867

HOMO   -9.8 eV
Electronic energy   -379.05189 hartree
ΔE to the lowest compared entry with this formula, charge and spin   55.9 kcal per mole
SMILES   NC(=O)[C@@H](N)CO
HOMO-LUMO gap   10.479 eV
LUMO energy   0.0244 Ha

natural (NBO) population analysis, charges in e, atoms 1 to 2: atom 1 (N): -0.86, atom 2 (C): 0.67

=====

Entry from the OMol25 dataset: a cluster of 3 separate species, C3H8N2O2 in total at a distorted geometry (the ωB97M-V functional and the def2-TZVPD basis).

Cartesian coordinates (Å):
C: -1.723 0.799 -0.095
C: -1.567 1.197 -1.415
N: -0.225 1.232 -1.612
C: 0.386 0.685 -0.509
N: -0.507 0.539 0.462
H: -2.685 0.666 0.375
H: -2.435 1.259 -2.052
H: 0.078 1.599 -2.498
H: 1.267 0.105 -0.749
O: 0.200 -2.305 1.301
H: -0.577 -2.849 1.157
H: -0.092 -1.568 1.831
O: 2.567 -1.014 1.074
H: 2.786 -0.219 1.586
H: 1.696 -1.156 1.479

HOMO   -8.7 eV
Electronic energy   -379.06491 hartree
ΔE to the lowest compared entry with this formula, charge and spin   47.8 kcal per mole
SMILES   c1c[nH]cn1.O.O
HOMO-LUMO gap   9.525 eV
LUMO energy   0.0307 Ha

natural (NBO) population analysis, charges in e, atoms 1 to 2: atom 1 (C): -0.10, atom 2 (C): -0.12

=====

Entry from the OMol25 dataset: an isolated molecule of C3H8N2O2 at a distorted geometry (the ωB97M-V functional and the def2-TZVPD basis).

Cartesian coordinates (Å):
N: 0.367 -1.586 -1.246
C: 0.722 -1.402 0.080
O: 1.420 -2.159 0.724
N: 0.305 -0.211 0.615
C: -0.911 0.494 0.273
C: -0.830 2.005 0.472
O: -0.663 2.691 -0.775
H: -0.613 -1.545 -1.482
H: 0.813 -2.374 -1.677
H: 0.577 -0.108 1.583
H: -1.769 0.081 0.801
H: -1.130 0.284 -0.774
H: -1.801 2.327 0.832
H: -0.107 2.336 1.218
H: 0.270 2.624 -1.021

HOMO   -9.5 eV
Electronic energy   -379.11316 hartree
ΔE to the lowest compared entry with this formula, charge and spin   17.5 kcal per mole
SMILES   NC(=O)NCCO
HOMO-LUMO gap   10.301 eV
LUMO energy   0.0280 Ha

natural (NBO) population analysis, charges in e, atoms 1 to 2: atom 1 (N): -0.86, atom 2 (C): 0.78

=====

Entry from the OMol25 dataset: a cluster of 3 separate species, C3H8N2O2 in total at a distorted geometry (the ωB97M-V functional and the def2-TZVPD basis).

Cartesian coordinates (Å):
C: 2.332 -2.093 -0.890
C: 1.190 -2.227 -0.152
N: 0.498 -1.076 -0.391
C: 1.263 -0.279 -1.184
N: 2.280 -0.958 -1.640
H: 3.190 -2.730 -0.828
H: 0.860 -3.110 0.365
H: -0.308 -0.772 0.136
H: 0.932 0.642 -1.639
O: -1.528 3.393 4.040
H: -1.486 2.569 3.542
H: -0.658 3.441 4.450
O: -2.778 1.057 -1.546
H: -3.624 0.922 -1.994
H: -2.163 1.220 -2.269

HOMO   -8.9 eV
Electronic energy   -379.08355 hartree
ΔE to the lowest compared entry with this formula, charge and spin   36.1 kcal per mole
SMILES   c1c[nH]cn1.O.O
HOMO-LUMO gap   9.277 eV
LUMO energy   0.0143 Ha

natural (NBO) population analysis, charges in e, atoms 1 to 2: atom 1 (C): -0.10, atom 2 (C): -0.12

=====

Entry from the OMol25 dataset: a cluster of 2 separate species, C3H8N2O2 in total at a distorted geometry (the ωB97M-V functional and the def2-TZVPD basis).

Cartesian coordinates (Å):
C: -0.017 -1.522 -0.024
C: 1.463 -1.218 0.344
C: 0.247 0.721 0.010
N: -0.593 -0.191 -0.407
N: 1.340 0.242 0.638
O: -1.757 -0.076 -0.902
O: -1.722 2.440 -0.218
H: -0.164 -2.350 -0.696
H: -0.397 -1.965 1.000
H: 1.879 -1.766 1.182
H: 2.094 -1.638 -0.487
H: 0.064 1.793 -0.158
H: -2.542 2.961 -0.226
H: 2.055 1.001 0.701
H: -1.949 1.569 -0.758

HOMO   -7.6 eV
Electronic energy   -378.99040 hartree
ΔE to the lowest compared entry with this formula, charge and spin   94.5 kcal per mole
HOMO-LUMO gap   8.369 eV
LUMO energy   0.0272 Ha

natural (NBO) population analysis, charges in e, atoms 1 to 2: atom 1 (C): -0.26, atom 2 (C): -0.23

=====

Entry from the OMol25 dataset: an isolated molecule of C3H8N2O2 (the ωB97M-V functional and the def2-TZVPD basis).

Cartesian coordinates (Å):
N: -2.504 0.296 0.775
C: -1.165 -0.039 0.717
O: -0.568 -0.280 1.761
N: -0.633 -0.040 -0.550
C: 0.682 -0.526 -0.979
C: 1.894 0.156 -0.356
O: 2.036 -0.083 1.017
H: -2.760 0.537 1.717
H: -3.026 0.760 0.045
H: -1.346 -0.114 -1.257
H: 0.731 -0.326 -2.059
H: 0.775 -1.605 -0.819
H: 1.874 1.232 -0.571
H: 2.764 -0.246 -0.909
H: 1.246 0.277 1.469

HOMO   -9.6 eV
Electronic energy   -379.12315 hartree
ΔE to the lowest compared entry with this formula, charge and spin   11.2 kcal per mole
SMILES   NC(=O)NCCO
HOMO-LUMO gap   10.291 eV
LUMO energy   0.0236 Ha

natural (NBO) population analysis, charges in e, atoms 1 to 2: atom 1 (N): -0.85, atom 2 (C): 0.78